Density functional theory data (ωB97M-V with the def2-TZVPD basis set) for a molecular structure, C18H45ClLiN3.

Each line ends with the Löwdin charge.
Atoms and positions in Å:
Li 9.25 -16.32 8.62  0.73
Cl 10.63 -13.50 7.54  -0.80
C 11.03 -19.43 13.36  -0.06
C 10.14 -19.08 12.09  -0.24
N 10.44 -17.82 11.41  -0.19
C 10.31 -16.64 12.33  -0.25
C 8.88 -16.40 12.94  -0.07
C 11.85 -17.74 10.88  -0.25
C 12.23 -18.85 9.91  -0.09
H 10.65 -20.32 13.87  0.07
H 11.05 -18.59 14.05  0.06
H 12.06 -19.68 13.08  0.06
H 10.16 -19.89 11.36  0.10
H 9.11 -19.02 12.44  0.09
H 10.53 -15.76 11.72  0.11
H 11.00 -16.66 13.17  0.10
H 8.63 -17.23 13.60  0.06
H 8.13 -16.25 12.16  0.06
H 8.93 -15.44 13.46  0.07
H 12.02 -16.82 10.33  0.11
H 12.53 -17.76 11.73  0.11
H 12.13 -19.86 10.30  0.07
H 11.55 -18.85 9.06  0.06
H 13.21 -18.65 9.48  0.08
C 10.50 -8.01 0.24  -0.09
C 9.67 -8.51 1.49  -0.23
N 8.26 -8.60 1.10  -0.19
C 7.49 -9.26 2.14  -0.27
C 7.98 -10.68 2.57  -0.09
C 7.64 -7.30 0.71  -0.24
C 6.23 -7.47 0.12  -0.10
H 11.54 -7.93 0.56  0.06
H 10.26 -7.05 -0.20  0.05
H 10.44 -8.73 -0.58  0.07
H 10.17 -9.43 1.78  0.10
H 9.82 -7.84 2.34  0.11
H 7.49 -8.68 3.06  0.11
H 6.44 -9.42 1.88  0.10
H 7.25 -11.11 3.25  0.07
H 8.06 -11.39 1.74  0.07
H 8.91 -10.56 3.12  0.06
H 8.20 -6.77 -0.06  0.09
H 7.68 -6.60 1.55  0.11
H 5.48 -7.68 0.89  0.06
H 6.23 -8.18 -0.70  0.08
H 5.85 -6.50 -0.20  0.07
C 14.11 -14.47 2.34  -0.08
C 13.04 -14.07 1.30  -0.24
N 13.42 -14.31 -0.13  -0.19
C 14.52 -13.45 -0.56  -0.25
C 15.26 -14.09 -1.76  -0.09
C 12.21 -14.17 -1.00  -0.25
C 11.16 -15.23 -0.71  -0.10
H 13.68 -14.33 3.33  0.07
H 14.98 -13.82 2.20  0.05
H 14.50 -15.48 2.28  0.07
H 12.20 -14.73 1.53  0.09
H 12.64 -13.06 1.31  0.11
H 14.13 -12.46 -0.82  0.11
H 15.25 -13.26 0.23  0.10
H 16.18 -13.57 -2.06  0.06
H 15.59 -15.13 -1.71  0.07
H 14.64 -13.97 -2.65  0.05
H 12.56 -14.24 -2.03  0.10
H 11.80 -13.16 -0.91  0.11
H 10.58 -15.06 0.19  0.06
H 11.54 -16.26 -0.67  0.08
H 10.43 -15.16 -1.50  0.07

Calculated values
* lowest unoccupied orbital energy: -1.409 eV
* gap between HOMO and LUMO: 6.369 eV
* net charge: 0
* highest occupied orbital energy: -7.8 eV
* max |F|: 2.658 eV Å⁻¹


Density functional theory data (ωB97M-V with the def2-TZVPD basis set) for a molecular structure, C18H45Cs2N3O4S.

Each line ends with the Löwdin charge.
Atoms and positions in Å:
Cs 0.48 -4.38 -0.34  1.02
Cs -4.04 -4.56 0.87  1.01
S -1.78 -2.12 -1.73  0.08
O -2.38 -3.34 -1.19  -0.65
O -0.58 -1.77 -0.94  -0.60
O -1.24 -2.34 -3.09  -0.43
O -2.76 -1.03 -1.71  -0.38
C -0.08 2.49 3.26  -0.06
C -0.05 2.02 1.78  -0.26
N 1.26 2.11 1.14  -0.16
C 2.21 1.09 1.63  -0.30
C 1.65 -0.21 1.80  -0.13
C 1.85 3.50 1.19  -0.24
C 2.70 3.71 -0.02  -0.11
H -1.01 2.18 3.73  0.06
H 0.10 3.56 3.28  0.07
H 0.64 1.99 3.91  0.07
H -0.53 1.05 1.65  0.09
H -0.66 2.55 1.05  0.12
H 2.74 0.79 0.72  0.10
H 3.05 1.37 2.27  0.13
H 1.68 -0.33 2.89  0.09
H 0.75 -0.34 1.20  0.08
H 2.30 -1.03 1.49  0.08
H 2.40 3.65 2.12  0.11
H 1.03 4.20 1.13  0.12
H 3.03 4.75 0.06  0.08
H 2.19 3.67 -0.98  0.06
H 3.49 2.98 -0.15  0.07
C 2.62 3.11 -4.53  -0.04
C 3.12 1.62 -4.43  -0.16
N 2.13 0.60 -3.90  0.08
C 0.81 0.52 -4.59  -0.15
C 0.92 0.22 -6.10  -0.03
C 2.86 -0.69 -3.72  -0.17
C 2.02 -1.77 -3.01  -0.06
H 1.69 3.14 -5.09  0.07
H 3.41 3.70 -4.98  0.09
H 2.37 3.46 -3.52  0.07
H 3.46 1.36 -5.43  0.13
H 4.11 1.65 -3.98  0.12
H 0.14 -0.26 -4.25  0.11
H 0.35 1.48 -4.37  0.13
H 1.07 1.14 -6.67  0.08
H 1.68 -0.55 -6.24  0.08
H 0.00 -0.24 -6.47  0.10
H 3.81 -0.40 -3.28  0.12
H 3.09 -1.13 -4.70  0.13
H 1.13 -1.91 -3.63  0.06
H 1.82 -1.41 -2.00  0.07
H 2.47 -2.75 -2.87  0.08
C -5.14 -1.13 2.10  -0.09
C -3.62 -0.93 2.00  -0.27
N -2.96 -1.92 2.76  -0.23
C -3.39 -1.82 4.17  -0.24
C -2.66 -0.70 4.96  -0.07
C -1.48 -2.10 2.56  -0.20
C -0.97 -3.45 3.20  -0.07
H -5.63 -0.46 2.80  0.08
H -5.31 -2.12 2.53  0.04
H -5.70 -0.96 1.18  0.08
H -3.27 -1.09 0.98  0.11
H -3.46 0.10 2.30  0.12
H -3.11 -2.72 4.72  0.09
H -4.42 -2.04 4.43  0.11
H -2.95 -0.87 6.00  0.08
H -3.04 0.25 4.58  0.06
H -1.59 -0.53 4.96  0.07
H -1.23 -2.05 1.50  0.08
H -0.98 -1.20 2.92  0.09
H -0.89 -3.30 4.28  0.07
H -1.67 -4.28 3.14  0.04
H -0.05 -3.72 2.69  0.03

Calculated values
* expectation value of S²: 0.755
* lowest unoccupied orbital energy (alpha / beta): -2.613 / -5.956 eV
* spin multiplicity: 2
* gap between HOMO and LUMO (alpha / beta): 6.559 / 3.212 eV
* net charge: +1
* highest occupied orbital energy (alpha / beta): -9.2 / -9.2 eV
* max |F|: 4.905 eV Å⁻¹


Density functional theory data (ωB97M-V with the def2-TZVPD basis set) for 12 unconnected molecules or ions with the total composition C18H45FN12O23.

Each line ends with the Löwdin charge.
Atoms and positions in Å:
C 1.97 0.78 -0.16  -0.01
C 1.96 2.22 -0.69  -0.34
F 3.25 2.74 -0.49  -0.05
C 1.02 3.19 0.04  -0.09
C -0.47 2.79 0.05  -0.31
C -1.03 1.76 1.11  -0.11
C -1.91 0.83 0.20  -0.07
C -2.37 1.90 -0.82  -0.44
O -3.46 2.20 -1.13  0.15
N -1.13 2.53 -1.26  0.07
H 1.77 0.11 -1.00  0.06
H 1.29 0.60 0.67  0.04
H 2.97 0.53 0.19  0.08
H 1.79 2.29 -1.77  0.12
H 1.10 4.15 -0.48  0.12
H 1.32 3.36 1.08  0.14
H -0.95 3.72 0.38  0.14
H -0.34 1.26 1.79  0.10
H -1.74 2.25 1.79  0.11
H -1.20 0.23 -0.38  0.12
H -2.73 0.30 0.68  0.08
H -0.50 1.85 -1.69  0.10
C -5.98 -0.34 0.44  0.06
N -5.28 -1.34 1.29  -0.42
O -4.07 -1.20 1.46  0.03
O -5.95 -2.22 1.77  0.09
H -5.25 0.39 0.09  0.08
H -6.42 -0.87 -0.39  0.06
H -6.74 0.13 1.06  0.11
C 3.80 -2.15 2.69  0.05
N 2.70 -1.18 2.99  -0.41
O 2.77 -0.53 4.01  0.06
O 1.79 -1.11 2.18  0.03
H 4.53 -2.09 3.50  0.09
H 3.36 -3.14 2.63  0.08
H 4.24 -1.85 1.74  0.09
C 2.37 -3.22 -2.28  0.05
N 3.06 -2.64 -1.10  -0.43
O 3.71 -1.62 -1.27  0.06
O 2.93 -3.21 -0.04  0.06
H 2.57 -2.59 -3.14  0.08
H 2.75 -4.22 -2.43  0.10
H 1.30 -3.24 -2.06  0.10
C -1.38 -2.04 3.60  0.05
N -1.11 -1.70 5.03  -0.44
O -2.03 -1.29 5.70  0.06
O 0.03 -1.87 5.42  0.04
H -2.43 -1.84 3.39  0.08
H -0.74 -1.41 2.99  0.08
H -1.15 -3.09 3.46  0.10
C 4.59 -0.94 7.29  0.05
N 5.82 -1.34 6.56  -0.45
O 6.46 -2.27 7.00  0.06
O 6.10 -0.70 5.56  0.05
H 4.47 -1.59 8.15  0.09
H 4.71 0.09 7.60  0.10
H 3.75 -1.04 6.60  0.09
C 1.35 -5.87 5.86  0.05
N 1.98 -4.93 4.89  -0.44
O 3.15 -4.63 5.07  0.07
O 1.29 -4.51 3.99  0.06
H 2.09 -6.15 6.60  0.09
H 0.51 -5.36 6.32  0.10
H 1.02 -6.74 5.29  0.10
C -1.90 5.19 -3.00  0.03
N -1.29 6.15 -3.97  -0.45
O -0.13 6.46 -3.80  0.06
O -2.01 6.54 -4.87  0.05
H -1.16 4.92 -2.26  0.07
H -2.75 5.69 -2.54  0.10
H -2.22 4.32 -3.56  0.09
C -7.47 -3.08 -3.27  0.05
N -7.19 -2.76 -1.84  -0.44
O -8.12 -2.39 -1.15  0.07
O -6.04 -2.89 -1.46  0.06
H -8.53 -2.92 -3.46  0.09
H -6.86 -2.41 -3.87  0.08
H -7.20 -4.12 -3.43  0.10
C 1.40 1.97 -4.67  0.05
N 1.26 0.56 -4.24  -0.43
O 2.23 0.03 -3.74  0.07
O 0.17 0.03 -4.40  0.04
H 2.41 2.30 -4.45  0.08
H 1.20 2.01 -5.74  0.10
H 0.67 2.56 -4.12  0.09
C 5.73 4.84 -2.09  0.05
N 4.42 4.66 -2.77  -0.44
O 3.71 5.63 -2.90  0.07
O 4.15 3.53 -3.13  0.04
H 5.84 5.88 -1.81  0.09
H 5.73 4.20 -1.20  0.10
H 6.51 4.54 -2.78  0.10
C -2.96 -0.32 -5.33  0.04
N -3.97 -1.41 -5.28  -0.44
O -4.36 -1.75 -4.17  0.06
O -4.34 -1.88 -6.33  0.07
H -2.74 -0.01 -4.31  0.08
H -2.08 -0.71 -5.82  0.09
H -3.39 0.50 -5.89  0.10

Calculated values
* lowest unoccupied orbital energy: -0.337 eV
* gap between HOMO and LUMO: 9.726 eV
* net charge: 0
* highest occupied orbital energy: -10.1 eV
* max |F|: 3.381 eV Å⁻¹


Density functional theory data (ωB97M-V with the def2-TZVPD basis set) for 9 unconnected molecules or ions with the total composition C18H45N2O10.

Each line ends with the Löwdin charge.
Atoms and positions in Å:
C -2.91 3.27 0.00  0.22
C -1.88 3.00 -0.51  -0.05
N -0.67 2.68 -1.11  0.00
N 0.37 2.61 -0.30  0.19
C 1.52 2.33 -0.86  -0.02
C 1.64 2.13 -2.25  0.10
C 0.55 2.18 -3.08  -0.03
C 0.62 1.97 -4.57  -0.14
O 1.14 0.68 -4.83  -0.16
C 0.63 0.14 -6.06  -0.18
C -0.61 -0.73 -5.84  -0.21
C -0.48 -1.71 -4.66  -0.08
C -0.67 2.47 -2.45  -0.19
O -1.84 2.57 -3.09  0.15
H -3.82 3.61 0.47  0.08
H 2.40 2.28 -0.24  0.12
H 2.63 1.94 -2.65  0.12
H 1.28 2.74 -4.98  0.15
H -0.36 2.13 -5.01  0.13
H 0.41 0.94 -6.77  0.13
H 1.44 -0.45 -6.49  0.14
H -0.74 -1.30 -6.76  0.11
H -1.49 -0.08 -5.75  0.10
H -1.42 -1.77 -4.11  0.07
H -0.26 -2.70 -5.04  0.08
H 0.32 -1.44 -3.98  0.06
H -2.25 1.70 -3.15  0.17
C -6.35 2.05 -1.99  -0.14
O -5.63 3.28 -1.92  -0.13
H -7.40 2.28 -2.15  0.08
H -5.99 1.45 -2.83  0.08
H -6.23 1.49 -1.07  0.06
H -4.70 3.06 -1.80  0.02
C -3.72 -0.14 0.28  -0.15
O -4.65 -0.41 -0.77  -0.14
H -2.89 0.41 -0.15  0.05
H -4.18 0.46 1.06  0.08
H -3.34 -1.07 0.70  0.08
H -5.38 -0.89 -0.39  0.08
C -1.43 -0.49 3.46  -0.16
O -2.53 0.43 3.55  -0.13
H -1.58 -1.08 2.56  0.07
H -0.49 0.05 3.38  0.07
H -1.40 -1.14 4.32  0.07
H -2.40 0.95 4.34  0.07
C 5.01 1.69 -4.16  -0.16
O 4.00 1.39 -5.11  -0.12
H 5.92 1.93 -4.71  0.09
H 4.74 2.55 -3.54  0.06
H 5.21 0.83 -3.51  0.09
H 3.19 1.17 -4.64  0.02
C 1.90 -1.61 5.33  -0.13
O 0.82 -0.68 5.47  -0.15
H 1.72 -2.19 4.43  0.08
H 2.85 -1.08 5.25  0.08
H 1.92 -2.29 6.19  0.06
H 0.97 -0.17 6.27  0.08
C 6.05 3.08 -0.71  -0.13
O 4.71 2.65 -0.39  -0.15
H 6.70 2.23 -0.55  0.09
H 6.12 3.41 -1.74  0.07
H 6.36 3.89 -0.04  0.08
H 4.14 3.42 -0.52  0.06
C -0.38 -3.48 7.74  -0.14
O 0.86 -4.15 7.48  -0.14
H -0.87 -3.33 6.79  0.08
H -1.02 -4.09 8.39  0.09
H -0.21 -2.51 8.21  0.08
H 1.31 -4.28 8.32  0.09
C 0.64 -6.98 5.38  -0.16
O -0.42 -6.05 5.56  -0.13
H 0.44 -7.54 4.47  0.07
H 1.60 -6.47 5.28  0.07
H 0.69 -7.68 6.22  0.08
H -0.24 -5.56 6.36  0.02

Calculated values
* lowest unoccupied orbital energy: -5.133 eV
* gap between HOMO and LUMO: 6.155 eV
* net charge: +1
* highest occupied orbital energy: -11.3 eV
* max |F|: 0.922 eV Å⁻¹


Density functional theory data (ωB97M-V with the def2-TZVPD basis set) for a molecular structure, C18H46N4NiSi2Te.

Each line ends with the Löwdin charge.
Atoms and positions in Å:
Ni 1.04 -0.64 1.31  0.65
C 3.58 -0.47 -0.76  -0.13
C 3.02 -1.81 -0.26  -0.17
N 1.53 -1.84 -0.27  -0.11
C 0.92 -3.16 0.01  -0.15
C 0.79 -3.39 1.50  -0.15
N 0.07 -2.24 2.10  -0.11
C -0.10 -2.33 3.58  -0.16
C 1.18 -2.05 4.36  -0.16
C 1.84 -0.71 4.09  -0.17
N 2.53 -0.72 2.77  -0.10
C 3.47 0.41 2.55  -0.14
C 2.78 1.55 1.82  -0.15
N 2.00 1.02 0.68  -0.14
C 2.75 0.81 -0.59  -0.18
H 3.73 -0.55 -1.84  0.13
H 4.57 -0.36 -0.34  0.12
H 3.34 -2.01 0.76  0.10
H 3.43 -2.62 -0.87  0.14
H 1.21 -1.54 -1.19  0.09
H 1.50 -3.97 -0.46  0.14
H -0.07 -3.16 -0.44  0.12
H 1.77 -3.47 1.98  0.12
H 0.26 -4.33 1.70  0.14
H -0.87 -2.23 1.70  0.09
H -0.47 -3.32 3.84  0.13
H -0.86 -1.60 3.86  0.13
H 1.92 -2.85 4.20  0.12
H 0.93 -2.10 5.42  0.14
H 2.56 -0.48 4.87  0.13
H 1.09 0.09 4.09  0.13
H 3.07 -1.58 2.73  0.11
H 4.31 0.03 1.96  0.12
H 3.88 0.76 3.50  0.14
H 3.51 2.29 1.49  0.14
H 2.08 2.05 2.49  0.13
H 1.27 1.69 0.46  0.03
H 3.40 1.67 -0.75  0.13
H 1.99 0.86 -1.37  0.08
C -3.61 -1.65 -2.71  -0.18
Si -3.93 -1.00 -1.01  0.38
C -5.73 -0.80 -0.64  -0.17
C -3.12 -2.11 0.29  -0.18
C -3.11 0.70 -0.84  -0.56
Te -0.98 0.64 -1.00  1.26
C -0.74 1.69 -2.85  -0.56
Si -0.64 3.57 -2.70  0.38
C -2.09 4.19 -1.71  -0.18
C -0.64 4.25 -4.42  -0.17
C 0.96 3.95 -1.81  -0.18
H -4.11 -2.61 -2.87  0.04
H -2.54 -1.79 -2.90  0.02
H -4.00 -0.95 -3.46  0.04
H -6.26 -1.75 -0.76  0.05
H -6.19 -0.08 -1.32  0.05
H -5.90 -0.45 0.38  0.04
H -3.33 -3.16 0.09  0.05
H -3.50 -1.87 1.29  0.04
H -2.04 -1.96 0.26  -0.05
H -3.35 1.16 0.11  0.02
H -3.43 1.38 -1.63  0.02
H -1.59 1.37 -3.46  0.02
H 0.15 1.28 -3.33  0.01
H -3.03 4.04 -2.24  0.04
H -1.99 5.26 -1.52  0.05
H -2.16 3.69 -0.73  0.02
H -1.55 3.97 -4.95  0.04
H 0.21 3.90 -4.99  0.04
H -0.60 5.35 -4.40  0.05
H 0.90 3.67 -0.75  0.01
H 1.18 5.02 -1.84  0.05
H 1.81 3.43 -2.26  0.03

Calculated values
* expectation value of S²: 2.006
* lowest unoccupied orbital energy (alpha / beta): -5.311 / -6.763 eV
* spin multiplicity: 3
* gap between HOMO and LUMO (alpha / beta): 7.908 / 6.442 eV
* net charge: +2
* highest occupied orbital energy (alpha / beta): -13.2 / -13.2 eV
* max |F|: 0.643 eV Å⁻¹


Density functional theory data (ωB97M-V with the def2-TZVPD basis set) for 4 unconnected molecules or ions with the total composition C18H46N5O5P.

Each line ends with the Löwdin charge.
Atoms and positions in Å:
O -1.13 -1.29 -3.40  -0.29
P 0.04 -1.24 -4.31  0.58
N 1.50 -1.81 -3.73  -0.33
C 1.88 -3.19 -3.88  -0.13
C 2.25 -1.23 -2.62  -0.09
N 0.40 0.38 -4.77  -0.31
C 1.71 0.70 -5.33  -0.13
C -0.65 1.37 -4.80  -0.12
N -0.19 -2.11 -5.78  -0.32
C -1.29 -3.10 -5.85  -0.10
C 0.49 -1.76 -7.03  -0.10
H 2.32 -3.66 -3.00  0.08
H 2.68 -3.18 -4.64  0.09
H 1.09 -3.85 -4.26  0.07
H 1.97 -0.17 -2.59  0.06
H 3.32 -1.36 -2.77  0.09
H 1.87 -1.66 -1.70  0.07
H 1.51 0.78 -6.41  0.07
H 2.18 1.61 -4.95  0.08
H 2.40 -0.14 -5.31  0.06
H -1.04 1.55 -3.80  0.07
H -0.34 2.27 -5.34  0.08
H -1.55 0.96 -5.28  0.08
H -1.39 -3.59 -4.88  0.07
H -2.22 -2.53 -5.91  0.08
H -1.10 -3.86 -6.60  0.08
H 1.50 -1.39 -6.89  0.06
H -0.17 -1.04 -7.53  0.08
H 0.45 -2.65 -7.66  0.08
O -4.78 1.77 3.38  0.11
C -4.25 1.09 4.22  -0.49
O -3.56 0.01 3.85  -0.01
C -2.77 -0.57 4.92  -0.12
C -3.20 0.24 6.19  -0.13
C -4.25 1.23 5.72  -0.08
H -1.68 -0.52 4.88  0.10
H -3.14 -1.59 4.82  0.13
H -2.34 0.86 6.43  0.10
H -3.38 -0.41 7.04  0.11
H -3.99 2.26 5.94  0.12
H -5.22 1.06 6.19  0.13
C 2.96 2.78 3.52  -0.07
C 2.22 1.49 3.85  -0.43
C 1.01 1.77 4.76  -0.19
O 0.39 0.59 5.24  -0.21
C 1.02 -0.08 6.28  -0.12
N 1.84 0.83 2.60  0.06
H 3.16 3.40 4.40  0.08
H 2.49 3.40 2.75  0.07
H 3.93 2.55 3.09  0.08
H 2.94 0.82 4.31  0.13
H 0.25 2.38 4.28  0.14
H 1.40 2.32 5.63  0.12
H 0.35 -0.83 6.70  0.09
H 1.28 0.57 7.12  0.09
H 1.88 -0.70 5.99  0.09
H 1.28 1.47 2.03  0.04
H 1.07 0.21 2.86  0.07
C -1.87 -0.22 1.47  -0.05
C -1.09 -0.53 0.17  -0.39
C -0.59 0.67 -0.59  -0.21
O 0.23 1.54 0.17  -0.23
C 1.33 2.16 -0.47  -0.10
N 0.03 -1.49 0.39  0.06
H -1.32 0.59 1.97  0.07
H -2.02 -1.04 2.17  0.07
H -2.87 0.18 1.31  0.08
H -1.83 -1.02 -0.47  0.13
H -1.39 1.35 -0.92  0.14
H -0.04 0.42 -1.50  0.09
H 1.18 2.32 -1.54  0.08
H 2.22 1.57 -0.24  0.08
H 1.65 3.06 0.05  0.08
H 0.76 -0.77 0.49  0.05
H 0.24 -2.01 -0.45  0.04

Calculated values
* lowest unoccupied orbital energy: 0.716 eV
* gap between HOMO and LUMO: 9.168 eV
* net charge: 0
* highest occupied orbital energy: -8.5 eV
* max |F|: 2.871 eV Å⁻¹